Entry from OMol25: C15H34B5F8N3O5V2 as an isolated structure at a distorted geometry (ωB97M-V/def2-TZVPD).

Properties
- HOMO-LUMO gap (eV) = 5.020

The geometry in ORCA input format:
```
! RIJCOSX wB97M-V def2-TZVPD def2/J DEFGRID3
* xyz 0 1
O 0.074 -4.605 7.036
V 0.941 -3.451 6.339
O 2.512 -3.996 6.227
O -1.150 -3.749 9.688
V -0.418 -2.566 10.433
O -1.332 -1.263 10.439
B 1.113 -2.863 12.372
H 1.891 -3.574 12.602
H 0.956 -2.154 13.170
H 1.428 -2.391 11.454
H 0.142 -3.334 12.366
B -0.736 -2.135 5.471
H -1.487 -1.634 4.879
H -0.245 -1.456 6.151
H -1.105 -3.044 5.919
H 0.043 -2.343 4.755
B 1.192 -2.413 8.609
H 1.558 -3.260 9.169
H 1.040 -1.678 9.385
H 1.942 -2.079 7.908
H 0.226 -2.618 8.175
C 4.266 -1.713 12.482
C 4.391 -1.974 10.896
O 5.102 -2.876 10.481
N 3.752 -1.078 9.896
H 3.101 -1.682 9.415
H 3.111 -0.381 10.247
C 4.675 -0.398 8.939
H 3.682 -0.869 12.850
H 5.272 -1.411 12.773
H 3.999 -2.627 13.012
H 4.073 0.312 8.372
H 5.106 -1.132 8.258
H 5.516 0.074 9.447
C -3.943 -7.506 9.459
N -2.483 -7.393 9.622
C -1.949 -7.445 10.885
C -0.552 -7.350 11.007
C 0.320 -6.998 9.909
C -0.281 -7.063 8.640
C -1.706 -7.144 8.492
C 1.743 -6.953 10.101
C 2.356 -5.990 10.891
C 3.754 -5.966 11.021
N 4.481 -6.946 10.485
C 3.911 -7.961 9.841
C 2.526 -8.108 9.649
C 5.937 -7.059 10.684
H -4.159 -7.402 8.396
H -4.517 -6.746 9.989
H -4.263 -8.431 9.939
H -2.677 -7.693 11.643
H -0.110 -7.521 11.978
H 0.329 -6.928 7.759
H -2.231 -7.207 7.551
H 1.817 -5.096 11.168
H 4.203 -5.280 11.725
H 4.532 -8.734 9.413
H 1.974 -8.849 9.089
H 6.043 -7.614 11.617
H 6.389 -6.082 10.856
H 6.389 -7.710 9.936
B 2.141 -0.602 4.467
F 0.921 -0.288 3.836
F 2.309 0.532 5.194
F 2.127 -1.720 5.193
F 3.064 -0.791 3.483
B 1.390 1.482 10.375
F 1.375 0.211 10.917
F 2.646 1.682 9.815
F 0.436 1.666 9.390
F 1.119 2.465 11.271
*
```

Atom charges from the Löwdin analysis, given in e for atoms 1 to 5: -0.3734 0.9441 -0.3630 -0.3347 0.8692


Entry from OMol25: C15H34NO2P2Y as an isolated structure at a distorted geometry (ωB97M-V/def2-TZVPD).

Properties
- HOMO-LUMO gap (alpha / beta) (eV) = 3.358 / 3.359
- energy relative to the best compared isomer or geometry (same formula, charge and spin) (kcal per mole) = 0.0

The geometry in ORCA input format:
```
! RIJCOSX wB97M-V def2-TZVPD def2/J DEFGRID3
* xyz 0 1
C -0.161 4.238 0.885
C -0.391 2.869 0.894
N 0.617 1.978 0.678
C 1.898 2.441 0.682
C 2.176 3.802 0.708
C 1.136 4.723 0.768
C -1.810 2.429 1.225
P -2.296 0.683 0.844
Y 0.151 -0.447 0.397
P 2.905 -0.285 0.308
C 3.105 1.513 0.724
O -3.109 1.699 -4.038
O 0.084 0.069 -1.970
H -1.017 4.904 0.988
H 3.219 4.113 0.684
H 1.336 5.791 0.748
C -3.501 0.348 2.170
C -3.380 0.919 -0.607
H 3.867 1.909 0.031
H 3.554 1.546 1.735
H -2.489 3.059 0.733
H -1.980 2.552 2.312
C 4.027 -1.052 1.524
C 3.871 -0.391 -1.236
H -2.706 -2.565 -3.118
H -0.668 0.403 -2.502
H -3.987 1.718 -4.370
H -2.687 2.482 -4.433
H 0.604 -0.470 2.250
H 0.771 0.832 -1.947
H -4.526 0.453 1.794
H -3.350 -0.684 2.513
H -3.343 1.025 3.019
H -4.416 1.059 -0.271
H -3.071 1.776 -1.220
H -3.334 0.019 -1.240
H 4.802 -0.944 -1.056
H 3.277 -0.934 -1.985
H 4.107 0.608 -1.626
H 4.980 -1.318 1.045
H 4.209 -0.375 2.368
H 3.548 -1.966 1.902
C 0.713 -3.658 -1.002
C -0.710 -3.588 -0.419
C -1.166 -4.985 0.025
C -0.808 -2.599 0.735
H 1.456 -3.895 -0.226
H 1.018 -2.713 -1.487
H 0.772 -4.439 -1.773
H -1.389 -3.257 -1.227
H -0.547 -5.349 0.853
H -2.206 -4.960 0.366
H -1.097 -5.700 -0.801
H -1.850 -2.446 1.049
H -0.210 -2.943 1.594
*
```

Atom charges from the Löwdin analysis, given in e for atoms 1 to 5: -0.0266 -0.2893 0.0176 -0.3036 -0.0324


Entry from OMol25: a 4-piece molecular cluster, C15H34NO6S3 overall at a distorted geometry (ωB97M-V/def2-TZVPD).

Properties
- HOMO-LUMO gap (eV) = 8.213

The geometry in ORCA input format:
```
! RIJCOSX wB97M-V def2-TZVPD def2/J DEFGRID3
* xyz 1 1
N 0.067 2.955 0.408
C -0.543 1.617 0.284
C -0.010 0.739 1.396
S -0.799 -0.907 1.667
S -2.737 -0.893 0.904
C 0.183 -2.094 0.688
C -0.241 -2.436 -0.746
C 0.538 -1.586 -1.780
C -0.036 -1.508 -3.186
S -1.746 -1.056 -3.260
O -2.043 0.019 -2.382
O -2.528 -2.232 -3.091
O -1.924 -0.542 -4.744
H 1.053 2.839 0.600
H -0.371 3.453 1.171
H -1.609 1.763 0.338
H -0.295 1.257 -0.699
H 1.056 0.585 1.356
H -0.213 1.245 2.328
H -3.062 0.398 1.064
H 0.243 -2.974 1.310
H 1.169 -1.656 0.644
H -1.307 -2.445 -0.902
H 0.087 -3.455 -0.898
H 1.487 -2.090 -1.906
H 0.766 -0.612 -1.370
H 0.496 -0.753 -3.750
H 0.058 -2.441 -3.719
H -2.815 -0.863 -4.989
C 1.462 0.356 5.809
C 2.304 0.117 4.585
O 1.801 -0.158 3.515
C 3.795 0.233 4.744
H 0.410 0.242 5.560
H 1.723 -0.362 6.587
H 1.632 1.366 6.186
H 4.148 -0.490 5.480
H 4.057 1.237 5.079
H 4.282 0.038 3.792
C -1.732 -6.923 -1.723
C -1.471 -5.751 -2.635
O -0.502 -5.038 -2.487
C -2.472 -5.501 -3.733
H -0.941 -6.990 -0.980
H -2.690 -6.796 -1.217
H -1.755 -7.847 -2.301
H -3.454 -5.306 -3.300
H -2.537 -6.362 -4.400
H -2.161 -4.630 -4.303
C 0.685 6.478 -1.135
C 0.955 6.765 0.321
O 1.027 5.873 1.135
C 1.131 8.209 0.716
H 0.577 5.405 -1.277
H -0.235 6.973 -1.448
H 1.511 6.841 -1.747
H 0.229 8.774 0.477
H 1.975 8.643 0.178
H 1.318 8.274 1.784
*
```

Atom charges from the Löwdin analysis, given in e for atoms 1 to 5: 0.0289 -0.3137 -0.3760 0.8145 0.5836